Computed, not measured: a 10-piece molecular cluster, C45H115N5O15 overall at a distorted geometry, with ωB97M-V/def2-TZVPD.

```
180
Properties=species:S:1:pos:R:3:forces:R:3:mulliken_charge:R:1
C 4.408 0.641 -3.157 0.1 -0.1 -1.1 -0.7609
O 5.676 0.716 -2.511 -0.5 0.5 -0.4 -0.4986
C 5.624 0.077 -1.271 0.3 -1.8 0.6 -0.0389
C 7.024 -0.085 -0.564 -2.1 -0.6 0.7 -0.6321
N 6.766 -0.908 0.705 1.3 0.2 -1.4 -0.3047
C 8.006 -1.079 1.515 -0.3 1.3 -1.4 -0.6407
C 8.190 0.099 2.433 0.3 -1.0 1.6 -0.5054
O 7.204 0.002 3.494 0.3 1.1 -1.4 -0.3743
C 7.594 -0.825 4.549 -0.6 0.3 0.8 -0.7950
H 4.470 1.197 -4.093 0.0 0.5 0.4 0.3977
H 3.545 0.936 -2.560 0.2 0.6 0.4 0.0824
H 4.101 -0.329 -3.547 0.6 -0.8 0.5 0.5062
H 5.115 -0.871 -1.447 0.6 -0.8 0.1 0.3922
H 4.900 0.505 -0.577 0.2 1.0 0.2 -0.0745
H 7.361 0.944 -0.445 0.3 0.2 0.6 0.2946
H 7.798 -0.597 -1.136 -0.4 -0.2 -0.3 0.4045
H 5.993 -0.517 1.224 0.1 0.1 0.3 0.2761
H 8.826 -1.066 0.797 0.1 0.0 -0.2 0.3302
H 8.169 -2.026 2.029 -0.8 -0.1 0.2 0.3604
H 8.170 1.055 1.910 -0.5 0.0 0.2 0.2235
H 9.142 0.021 2.958 0.5 0.2 -0.3 0.4663
H 7.861 -0.237 5.427 0.2 0.3 0.1 0.2608
H 8.454 -1.464 4.348 -0.3 -0.3 -0.3 0.3627
H 6.671 -1.340 4.815 0.4 -0.7 0.2 0.2560
C 2.484 -2.738 -1.790 -1.0 -1.5 0.3 -0.8028
O 2.411 -2.725 -0.381 0.4 0.4 0.6 0.2041
C 2.580 -4.015 0.232 0.0 1.0 0.0 -0.8755
C 2.188 -3.903 1.729 -1.1 -1.1 -0.9 0.4708
N 1.949 -5.261 2.299 0.0 0.8 -1.2 -0.2333
C 0.722 -5.306 3.126 1.7 0.0 0.2 0.5453
C 0.174 -6.709 3.306 0.2 -1.2 1.0 -0.8220
O 1.098 -7.719 3.921 -0.4 2.1 0.8 -0.4359
C 1.617 -8.634 3.006 -1.3 -0.1 -1.8 -0.6327
H 2.051 -1.841 -2.233 0.8 0.4 0.3 -0.2355
H 1.787 -3.510 -2.117 -0.3 -0.4 -0.3 0.5580
H 3.443 -3.106 -2.156 0.4 0.7 -0.1 0.3722
H 3.588 -4.398 0.071 0.3 0.1 0.1 0.3165
H 1.914 -4.694 -0.300 -0.3 -0.3 0.4 0.3310
H 1.214 -3.417 1.681 0.0 0.3 0.2 -0.8358
H 2.823 -3.318 2.395 0.4 0.2 -0.5 0.3586
H 2.794 -5.435 2.824 -0.4 -0.6 0.5 0.2863
H -0.045 -4.662 2.696 0.1 -0.3 -0.3 -0.5318
H 1.010 -4.777 4.034 -0.6 -0.4 0.8 0.3542
H -0.272 -7.092 2.388 0.6 -0.1 -0.4 0.4895
H -0.704 -6.674 3.951 0.2 0.2 0.4 0.2452
H 2.365 -9.387 3.252 0.3 0.7 1.2 0.2662
H 1.980 -8.069 2.147 0.1 -0.3 -0.4 0.2734
H 0.748 -9.235 2.738 0.0 -0.4 -0.8 0.2667
C -6.921 -2.561 3.218 -1.4 0.8 1.0 -0.6454
O -7.111 -1.916 2.004 -1.0 -2.1 -1.5 -0.3608
C -6.369 -0.843 1.670 0.7 2.6 -0.3 -0.1077
C -7.043 -0.045 0.520 0.4 -0.5 -1.0 -0.6887
N -6.345 1.205 0.245 0.4 0.1 -1.3 -0.1046
C -6.797 1.893 -1.037 -0.9 0.0 1.6 -0.5269
C -8.078 2.694 -0.755 0.3 -0.9 0.2 -0.5907
O -7.728 3.612 0.235 -0.3 2.7 1.1 -0.3094
C -8.638 4.720 0.522 -0.5 -0.7 -1.8 -0.8672
H -5.920 -2.872 3.518 0.2 0.2 -0.4 0.1121
H -7.616 -3.399 3.274 0.3 -0.3 -0.4 0.2716
H -7.375 -1.851 3.910 0.6 0.0 1.0 0.4087
H -5.311 -1.050 1.506 0.2 -0.4 -0.7 -0.0474
H -6.296 -0.116 2.478 -0.3 0.3 0.7 0.3449
H -8.099 0.136 0.716 -0.3 -0.2 0.6 0.2972
H -7.049 -0.591 -0.424 0.2 -0.5 0.1 0.3738
H -6.570 1.784 1.041 0.3 0.8 -0.3 0.3102
H -6.968 1.258 -1.906 -0.2 -0.9 0.5 0.2444
H -6.107 2.609 -1.484 0.6 0.1 0.8 0.2289
H -8.847 2.112 -0.245 -0.4 -0.7 -0.8 0.3310
H -8.394 3.049 -1.735 -0.5 0.8 0.1 0.4108
H -8.398 5.301 1.413 0.5 -0.4 -0.3 0.2730
H -9.706 4.505 0.535 -0.2 -1.4 1.0 0.3349
H -8.783 5.322 -0.376 1.3 0.8 -0.2 0.3333
C -3.021 -1.945 -0.328 1.2 -0.1 0.3 -0.3837
O -2.162 -1.063 0.471 -1.0 -0.5 -0.5 -0.0804
C -0.763 -1.382 0.485 -0.3 0.2 0.3 0.9847
C -0.109 -0.668 1.675 0.2 2.0 -0.7 -0.9763
N -0.392 0.820 1.794 -0.4 -1.5 0.2 -0.1088
C 0.245 1.829 0.922 -0.2 -0.6 0.1 -1.6398
C 0.669 1.495 -0.509 -0.7 -0.2 -0.6 1.3007
O -0.364 1.886 -1.463 2.3 1.6 0.8 0.2032
C -1.551 1.202 -1.459 -0.5 -1.6 -0.4 -1.0949
H -2.649 -2.036 -1.349 0.4 -0.1 -0.1 0.3381
H -4.066 -1.662 -0.456 0.2 1.0 0.7 0.2999
H -3.062 -2.930 0.135 0.3 -0.1 0.0 -0.2493
H -0.234 -1.068 -0.415 -0.4 -0.1 -0.3 -0.9366
H -0.616 -2.455 0.608 0.0 -0.3 -0.1 0.6063
H 0.976 -0.667 1.569 0.1 -0.7 0.0 0.3506
H -0.401 -1.194 2.584 0.0 0.4 0.2 0.0769
H -1.394 0.915 1.886 0.0 0.4 -0.3 0.4430
H 1.101 2.261 1.441 0.2 -0.2 0.1 0.2016
H -0.458 2.652 0.793 -0.1 0.0 0.2 0.6855
H 1.035 0.487 -0.704 -0.7 -0.7 0.3 -0.3778
H 1.610 1.988 -0.749 -0.5 1.0 -0.2 -0.6858
H -2.091 1.073 -0.521 0.4 0.2 0.3 0.3868
H -1.275 0.224 -1.852 -0.7 -0.7 0.0 0.1599
H -2.260 1.639 -2.163 0.2 0.4 -0.1 0.3021
C 5.173 7.108 -5.242 -0.1 -1.2 0.3 -0.6834
O 5.200 5.668 -5.003 0.9 1.1 0.3 -0.3741
C 5.526 5.356 -3.629 -0.4 -1.3 -0.7 -0.7928
C 4.720 4.074 -3.219 1.7 1.0 1.0 0.0856
N 5.151 3.764 -1.813 -1.3 1.4 -1.3 -0.2030
C 3.961 3.786 -0.945 1.7 -0.5 0.0 0.2702
C 4.380 3.929 0.499 -0.4 -0.7 0.8 -1.1847
O 4.775 2.654 0.978 0.2 -0.8 0.5 -0.0105
C 5.476 2.553 2.241 -0.6 0.4 -1.2 -0.7993
H 4.238 7.349 -4.736 0.3 1.3 -0.1 0.2986
H 5.187 7.403 -6.291 -0.7 -0.9 -0.3 0.2431
H 6.087 7.622 -4.946 -0.1 -0.1 1.1 0.2598
H 5.409 6.140 -2.882 -1.0 0.4 -0.3 0.4366
H 6.594 5.181 -3.497 0.3 -0.5 -0.5 0.3263
H 4.900 3.234 -3.890 0.1 0.3 -0.1 0.1556
H 3.655 4.308 -3.215 0.0 -0.1 -0.2 -0.0007
H 5.752 2.954 -1.765 -0.6 -0.3 0.2 0.2461
H 3.382 2.881 -1.123 -0.2 -0.3 0.5 -0.0294
H 3.279 4.599 -1.193 0.4 0.3 -0.2 0.3453
H 3.490 4.279 1.023 -0.1 0.1 0.6 0.3609
H 5.200 4.619 0.698 0.0 0.4 -0.5 0.3803
H 6.465 2.997 2.133 0.2 0.0 0.1 0.3103
H 5.542 1.489 2.469 0.1 0.2 0.0 0.1322
H 4.959 3.063 3.054 -0.2 0.1 0.0 0.3624
C -0.780 5.792 -0.412 0.8 -1.2 -0.3 -1.2979
C -0.239 5.941 -1.846 -0.9 -2.2 -0.8 0.5105
C -0.016 4.645 -2.707 1.4 -0.4 1.3 -0.6403
O -1.267 6.579 -2.523 -1.3 1.3 -1.1 -0.5274
H -1.168 6.774 -0.142 0.7 0.1 0.9 0.4494
H -0.060 5.267 0.215 0.4 1.0 0.6 0.2270
H -1.629 5.128 -0.247 -0.3 -0.2 -1.1 0.3400
H 0.650 6.567 -1.923 0.3 -0.1 0.5 0.1696
H -0.867 3.978 -2.843 -0.4 0.7 -0.1 0.0846
H 0.684 3.952 -2.241 0.2 0.1 0.7 -0.1141
H 0.544 4.802 -3.629 -0.7 0.7 -0.4 0.5390
H -1.746 7.090 -1.867 -0.2 0.3 -0.3 0.2838
C -1.652 -0.810 6.719 -0.2 0.3 -1.2 -1.3162
C -1.474 -2.240 6.208 1.8 -1.8 0.2 0.9383
C -0.539 -3.076 7.218 -2.0 0.6 -0.1 -1.4074
O -2.729 -2.954 5.904 0.9 1.3 1.4 -0.5286
H -1.465 -0.554 7.762 -0.6 -0.9 0.3 0.3421
H -2.641 -0.533 6.356 -0.1 0.5 0.4 0.3696
H -0.942 -0.128 6.250 0.0 -0.1 -0.5 0.3538
H -1.020 -2.321 5.220 0.3 0.7 0.1 -0.1684
H -0.781 -2.673 8.201 0.3 0.0 0.2 0.4732
H 0.539 -3.012 7.072 -0.2 0.1 -0.3 0.2969
H -0.888 -4.107 7.269 0.3 -0.1 -0.4 0.3656
H -3.177 -2.905 6.751 -0.7 -0.4 0.0 0.2336
C 0.297 0.820 -4.518 -1.3 -0.1 0.1 -0.4576
C 0.429 -0.681 -4.710 -3.0 0.8 -0.3 1.1145
C -0.609 -1.151 -5.808 0.6 0.8 0.0 -1.4648
O 1.684 -0.892 -5.153 2.9 -1.0 -1.0 -0.4735
H 0.133 1.310 -5.477 0.6 0.1 -0.1 0.5286
H 1.125 1.238 -3.945 -0.1 0.0 -0.2 -0.1189
H -0.643 1.004 -3.997 0.1 0.2 0.4 -0.2738
H 0.287 -1.145 -3.734 -0.3 -0.4 0.1 -0.2562
H -0.743 -2.210 -6.028 0.0 -0.2 0.7 0.3966
H -0.203 -0.764 -6.742 0.2 0.2 -0.2 0.4676
H -1.571 -0.641 -5.753 -0.1 -0.3 0.5 0.2386
H 1.669 -1.564 -5.838 0.3 -0.1 0.0 0.3110
C -5.908 1.928 -5.042 -0.4 -1.7 1.0 -1.2179
C -4.715 2.520 -5.655 2.0 3.0 0.0 0.5742
C -3.295 1.937 -5.499 -1.1 -0.2 0.8 -0.7861
O -4.948 2.736 -7.048 -0.3 -0.4 -0.3 -0.5664
H -5.838 0.862 -5.258 -1.2 -0.3 -1.0 0.4070
H -6.742 2.561 -5.342 -0.4 -0.8 -0.4 0.4365
H -6.034 1.805 -3.967 0.9 0.9 0.4 -0.0474
H -4.693 3.545 -5.285 0.4 0.2 0.3 0.1978
H -3.241 1.486 -4.508 0.1 -0.7 -0.1 0.0853
H -2.495 2.676 -5.444 -0.3 0.3 -0.6 0.3197
H -3.171 1.256 -6.341 0.4 -0.3 0.4 0.2975
H -5.665 2.146 -7.293 -0.1 -0.1 -0.3 0.3528
C -2.728 -5.255 1.832 -0.9 -0.7 1.2 -1.0390
C -3.629 -4.918 3.114 -0.9 -0.3 -2.1 1.0508
C -4.998 -5.793 3.227 2.3 0.8 0.3 -1.4966
O -2.885 -5.122 4.241 1.1 -1.1 1.2 -0.5110
H -3.213 -5.027 0.883 0.0 0.0 0.1 0.3954
H -2.506 -6.322 1.865 -0.4 -0.3 -0.1 0.3229
H -1.711 -4.864 1.861 -0.4 0.8 0.1 -0.1511
H -3.825 -3.846 3.130 -0.6 0.2 -0.7 0.0789
H -5.492 -5.500 4.153 -0.5 0.6 -0.4 0.3573
H -4.677 -6.789 3.531 0.2 -0.3 -0.7 0.3922
H -5.612 -5.799 2.326 -0.1 0.1 0.3 0.3570
H -2.955 -4.344 4.799 0.2 0.1 0.4 0.3129
```
Positions in Å, forces in eV/Å.

Its calculated total energy is -86678.493 eV. Its frontier orbital gap is 8.756 eV. As for the LUMO energy: 0.4955 eV. Its net charge is 0. As for the structure (SMILES): COCCNCCOC.COCCNCCOC.COCCNCCOC.COCCNCCOC.COCCNCCOC.CC(C)O.CC(C)O.CC(C)O.CC(C)O.CC(C)O. The value obtained for the molecular weight is 966.4 g/mol. The value obtained for the relative energy (zero: lowest compared OMol25 entry of this formula, charge and spin) is 908.0 kJ/mol.